Molecular formula: C34H40I2N7O6PS2Sr
Method: DFT, ωB97M-V with the def2-TZVPD basis set

ORCA input file:
```
! wB97M-V def2-TZVPD RIJCOSX def2/J DEFGRID3
* xyz 0 1
H 0.09457 -4.39876 3.96190
N -2.36167 2.82235 0.04335
C -3.21724 4.32752 1.77486
C -1.14631 -3.40516 -1.55131
C -0.01392 -6.88951 -2.01599
O 0.18123 -5.33602 0.97888
H 2.39194 -1.11010 3.04983
C 3.12928 -1.44424 -1.58389
C -0.87968 3.74307 1.71334
N -0.35319 -3.32175 -0.48585
H -0.81755 1.02481 -5.36851
H 3.38418 -3.18040 -2.80787
C -4.08702 1.21319 -4.38754
C 4.67826 -0.01645 -0.38559
N 1.56348 2.11728 0.40414
C -4.75992 2.38162 -4.07637
H 5.09082 0.91803 -0.76387
H 6.30189 -0.81791 -2.16063
C 5.30986 -0.95386 -2.58664
C -0.20578 -5.58415 -1.61046
C 0.14313 0.55130 -5.20276
H -5.56527 2.74458 -4.70115
C -3.34077 2.57151 -2.15920
H 5.41884 -0.50450 0.25104
N 3.30227 4.56774 1.93924
H -0.77641 1.75425 4.31951
C 0.09774 -3.31897 4.11432
H 5.28225 -1.92634 -3.07078
H 5.14015 -0.17145 -3.32993
H -2.51200 -0.11156 -3.77764
C -1.40481 6.03324 4.64411
C 2.79311 -2.26328 -2.79973
C 1.66516 -0.48230 3.57460
H 2.16324 1.40886 2.61708
H -0.65139 -8.34540 -3.44908
H -0.74092 -3.07183 4.76557
C -2.15916 3.65256 1.17170
N -2.69255 1.44307 -2.44821
N 4.33449 -0.87526 -1.51062
O -0.50369 5.78775 5.39251
S -2.10022 -2.13788 -2.10156
O 2.30363 -1.30974 -0.66284
H -3.26227 4.38790 -0.95067
H 1.01896 -3.06332 4.63817
H -0.92242 -2.92167 2.25695
C -1.61441 1.09885 4.08105
H -3.82986 5.59058 3.37837
S 0.52998 -4.72064 -0.26730
C -1.70294 5.23106 3.41734
C -0.65254 4.53772 2.82045
P 0.05300 -0.76507 2.72589
C -2.98555 5.11239 2.89403
O -2.23345 7.07631 4.89685
H -2.55877 -4.50494 -3.77603
C -1.85417 -5.17452 -3.30074
H -0.79681 -0.69499 4.98656
H 0.87849 0.92824 -5.90232
C -0.00340 -2.61494 2.76398
C -1.10357 -4.73748 -2.22130
H 0.34104 4.62309 3.24144
H -4.22346 4.20220 1.39623
C -4.37039 3.08007 -2.94597
O 1.17325 1.27345 -0.47110
C 3.43125 2.69852 -1.02888
H 1.58327 -0.87543 4.59124
C -1.67322 -6.48070 -3.73233
Sr 0.01822 -0.98827 -0.45804
H -2.37713 1.25283 4.84579
H -0.07158 3.18485 1.26113
C 2.13744 0.96795 3.61225
H -2.24809 -6.85290 -4.56994
H -2.06352 -0.99376 3.80901
H -4.85342 4.00759 -2.66639
H 3.13493 1.03504 4.04830
N 4.10342 2.58773 -1.95625
I -0.11490 -1.51614 -5.62952
H 1.74378 -2.54464 -2.76110
H 0.68787 -7.54070 -1.51319
H -4.33727 0.62909 -5.26269
H -2.02497 1.42778 3.12582
I 0.79107 1.00776 -3.23734
C -1.19363 -0.36545 4.02323
H 2.97983 -1.71175 -3.72071
C -0.76619 -7.32846 -3.09798
C -2.96537 3.33218 -0.94339
H -2.82244 7.21554 4.14511
C 2.61506 2.85110 0.13658
H 0.81427 -2.96181 2.12515
H 3.78494 0.19296 0.19327
H 1.47758 1.58835 4.22116
C 2.99626 3.80299 1.13658
O 1.91536 -4.44676 -0.52961
C -3.06364 0.79425 -3.54709
*
```

Properties
Lowest unoccupied orbital energy in eV: -0.540
E_tot in a.u.: -3918.23305
Orbital gap in eV: 8.251
Energy above the lowest of the compared OMol25 structures with the same formula, charge and spin in kJ/mol: 116.6
HOMO in eV: -8.791
Molecular weight in g mol⁻¹: 1079.3

=====

Molecular formula: C4H12N2O
Method: DFT, ωB97M-V with the def2-TZVPD basis set

ORCA input file:
```
! wB97M-V def2-TZVPD RIJCOSX def2/J DEFGRID3
* xyz 0 1
N 1.34717 1.64563 0.24821
H -0.98614 -2.86020 0.84538
C -2.03395 -1.49467 -0.39945
C -0.71820 -2.04397 0.15175
C 1.52803 1.26397 1.65358
H 0.63320 1.47041 2.23190
N 0.44859 1.31271 -1.87146
H -1.84919 -0.70892 -1.14303
H -2.60363 -1.05694 0.42216
H -2.63212 -2.27254 -0.87975
H 0.19409 2.28342 -1.95321
H 1.78634 0.21733 1.74397
H 2.35037 1.88386 2.02073
H 0.61960 -0.23062 -0.31923
H 1.39974 2.64499 0.06917
H -0.15198 -2.52304 -0.67391
O 0.05809 -1.09497 0.79671
C 0.85464 0.86094 -0.67295
H -0.24466 0.70262 -2.27055
*
```

Properties
Lowest unoccupied orbital energy in eV: 0.384
E_tot in a.u.: -344.26959
Orbital gap in eV: 7.474
Energy above the lowest of the compared OMol25 structures with the same formula, charge and spin in kJ/mol: 303.1
HOMO in eV: -7.090
Molecular weight in g mol⁻¹: 104.2

=====

Molecular formula: C3H3NO4
Method: DFT, ωB97M-V with the def2-TZVPD basis set

ORCA input file:
```
! wB97M-V def2-TZVPD RIJCOSX def2/J DEFGRID3
* xyz 0 1
C 0.82730 1.70500 1.26920
H 0.22781 -0.70427 -2.50175
O -1.50017 -2.01179 -0.77325
O -0.22502 1.51665 2.13232
O 0.91566 0.46849 -1.11697
O -0.48189 -0.25223 0.40212
C -0.68742 -1.07515 -0.60752
C 0.72320 0.33095 0.32019
H 1.72358 2.50538 1.25869
H 1.49938 -0.39138 0.84881
N 0.24316 -0.70622 -1.52152
*
```

Properties
Lowest unoccupied orbital energy in eV: -0.768
E_tot in a.u.: -471.67323
Orbital gap in eV: 9.267
Energy above the lowest of the compared OMol25 structures with the same formula, charge and spin in kJ/mol: 524.9
HOMO in eV: -10.035
SMILES string: O=C[C@@H]1ONC(=O)O1
Molecular weight in g mol⁻¹: 117.1